No. 1
Molecular formula: C5H5NO
Method: DFT, ωB97M-V/def2-TZVPD

Energy above the lowest of the compared OMol25 structures with the same formula, charge and spin (eV): 2.006
SMILES: [O-][n+]1ccccc1
E_HOMO (eV): -8.47
HOMO-LUMO gap (hartree): 0.333

Geometry (Å):
C1 -0.73 1.13 -0.03
C2 0.66 1.21 -0.01
C3 1.44 0.05 -0.02
C4 0.79 -1.20 -0.05
C5 -0.59 -1.18 0.02
H1 -1.35 1.98 0.19
H2 1.05 2.22 -0.07
H3 2.53 0.12 -0.05
H4 1.35 -2.14 0.02
H5 -1.19 -2.08 0.07
N1 -1.36 -0.05 -0.04
O1 -2.60 -0.07 -0.04

***

No. 2
Molecular formula: C21H32N2O13Si2
Method: DFT, ωB97M-V/def2-TZVPD

E_HOMO (eV): -9.23
HOMO-LUMO gap (hartree): 0.289

Geometry (Å):
C1 -5.08 -2.03 -1.97
C2 -4.74 -0.91 -1.02
O1 -5.02 -0.91 0.25
O2 -4.11 0.15 -1.62
C3 -2.72 0.25 -1.33
C4 -2.37 1.62 -0.79
Si1 -0.84 1.67 0.27
N1 -1.05 1.16 1.92
O3 0.38 0.78 -0.43
Si2 0.61 -0.83 -0.14
O4 0.74 -1.68 -1.53
C5 -0.25 -2.58 -2.03
C6 -0.31 -3.91 -1.30
N2 -1.45 -4.04 -0.40
C7 -1.24 -5.06 0.62
C8 -2.54 -5.58 1.21
C9 -3.15 -4.60 2.20
O5 -2.27 -6.83 1.84
H1 -4.49 -2.90 -1.68
H2 -6.13 -2.27 -1.85
H3 -4.88 -1.78 -3.00
H4 -2.17 0.04 -2.24
H5 -2.46 -0.53 -0.60
H6 -3.20 1.97 -0.18
H7 -2.22 2.31 -1.61
H8 -0.39 3.06 0.36
H9 -1.61 0.33 2.03
H10 -1.51 1.89 2.45
H11 -0.55 -1.31 0.64
H12 1.85 -1.01 0.61
H13 0.02 -2.77 -3.07
H14 -1.23 -2.11 -2.05
H15 0.64 -4.04 -0.77
H16 -0.37 -4.70 -2.04
H17 -1.67 -3.16 0.02
H18 -0.60 -4.70 1.43
H19 -0.72 -5.90 0.15
H20 -3.22 -5.71 0.37
H21 -4.18 -4.35 1.96
H22 -2.61 -3.66 2.23
H23 -3.11 -5.03 3.20
H24 -2.79 -7.50 1.43
C10 2.72 3.75 4.82
C11 4.01 3.47 5.08
C12 4.74 2.36 4.37
O6 5.91 2.21 4.67
C13 4.03 1.56 3.40
C14 2.74 1.83 3.15
C15 2.01 2.96 3.84
O7 0.85 3.16 3.52
O8 2.02 1.14 2.27
O9 4.75 4.12 5.95
H25 2.19 4.54 5.32
H26 4.56 0.76 2.91
H27 1.10 1.47 2.29
H28 5.63 3.71 5.92
C16 3.64 2.60 -3.68
C17 2.94 2.78 -2.55
C18 1.82 3.79 -2.44
O10 1.27 3.87 -1.37
C19 1.48 4.58 -3.61
C20 2.18 4.40 -4.74
C21 3.30 3.39 -4.84
O11 3.85 3.31 -5.92
O12 1.97 5.06 -5.86
O13 3.15 2.09 -1.44
H29 4.44 1.88 -3.76
H30 0.68 5.30 -3.52
H31 2.61 4.72 -6.50
H32 2.45 2.35 -0.81

***

No. 3
Molecular formula: C3H3F2N
Method: DFT, ωB97M-V/def2-TZVPD

2S+1: 3
Energy above the lowest of the compared OMol25 structures with the same formula, charge and spin (eV): 0.154
E_HOMO (spin up / spin down) (eV): -8.43 / -12.66
⟨S²⟩: 2.02
HOMO-LUMO gap (spin up / spin down) (hartree): 0.342 / 0.418

Geometry (Å):
C1 1.99 -0.17 -1.04
C2 -1.71 0.81 0.96
C3 1.07 -1.12 -0.58
N1 2.66 0.73 -1.38
F1 -1.68 0.32 -0.24
F2 0.32 -0.87 0.51
H1 -2.37 0.49 1.66
H2 -1.27 1.91 1.09
H3 1.01 -2.10 -0.98

***

No. 4
Molecular formula: C34H50FN6O3ScSi5Te
Method: DFT, ωB97M-V/def2-TZVPD

Net charge: -2
Energy above the lowest of the compared OMol25 structures with the same formula, charge and spin (eV): 0.601
E_HOMO (eV): -1.92
HOMO-LUMO gap (hartree): 0.224

Geometry (Å):
Sc1 -0.14 0.25 0.06
O1 -0.45 -4.78 -2.74
C1 -1.18 -4.87 -1.62
C2 -1.93 -6.04 -1.45
C3 -2.69 -6.23 -0.31
C4 -2.73 -5.26 0.69
C5 -1.99 -4.10 0.53
C6 -1.21 -3.88 -0.61
C7 -0.49 -2.57 -0.69
O2 -0.57 -1.79 0.32
N1 0.17 -2.29 -1.79
N2 0.74 -1.02 -1.68
C8 1.52 -0.69 -2.64
C9 2.25 0.56 -2.71
C10 3.18 0.72 -3.74
C11 3.95 1.86 -3.85
C12 3.78 2.87 -2.90
C13 2.86 2.75 -1.89
C14 2.06 1.59 -1.76
O3 1.18 1.51 -0.81
H1 0.07 -3.91 -2.69
H2 -1.89 -6.78 -2.23
H3 -3.26 -7.14 -0.20
H4 -3.33 -5.41 1.57
H5 -2.02 -3.31 1.27
H6 1.67 -1.41 -3.45
H7 3.29 -0.08 -4.46
H8 4.66 1.97 -4.66
H9 4.37 3.78 -2.97
H10 2.72 3.53 -1.15
C15 1.58 3.90 2.48
Si1 0.14 2.69 2.41
C16 -1.00 3.34 1.06
C17 -0.75 2.80 4.08
N3 0.68 1.12 1.99
C18 1.66 0.50 2.69
C19 2.11 0.81 3.99
C20 3.14 0.11 4.61
C21 3.78 -0.95 3.98
C22 3.36 -1.30 2.70
C23 2.35 -0.59 2.11
F1 1.95 -0.93 0.84
H11 1.23 4.90 2.73
H12 2.07 3.95 1.50
H13 2.34 3.61 3.21
H14 -0.81 4.40 0.91
H15 -2.04 3.19 1.32
H16 -0.85 2.87 0.09
H17 -1.58 3.50 4.03
H18 -0.08 3.13 4.88
H19 -1.16 1.83 4.35
H20 1.63 1.62 4.52
H21 3.43 0.40 5.61
H22 4.57 -1.50 4.48
H23 3.81 -2.12 2.15
N4 -1.55 0.80 -1.52
C24 -1.73 0.86 -2.68
N5 -2.07 1.02 -3.89
C25 -1.41 0.56 -4.93
N6 -0.91 0.21 -5.91
C26 -8.10 -0.34 1.50
Si2 -6.28 -0.68 1.88
C27 -5.79 -2.21 0.91
C28 -6.16 -1.10 3.72
Si3 -4.80 1.08 1.43
Te1 -2.61 0.02 1.80
Si4 -5.33 1.89 -0.70
C29 -4.09 3.13 -1.35
C30 -7.00 2.80 -0.60
C31 -5.52 0.51 -1.95
Si5 -5.32 2.77 2.98
C32 -4.55 2.36 4.65
C33 -7.18 2.96 3.28
C34 -4.74 4.49 2.45
H24 -8.71 -1.18 1.83
H25 -8.26 -0.22 0.42
H26 -8.47 0.56 1.99
H27 -6.35 -3.08 1.25
H28 -4.72 -2.41 1.03
H29 -5.97 -2.08 -0.16
H30 -6.68 -2.03 3.94
H31 -6.59 -0.31 4.33
H32 -5.11 -1.21 4.00
H33 -3.96 3.98 -0.68
H34 -4.42 3.51 -2.32
H35 -3.11 2.66 -1.48
H36 -6.91 3.71 -0.02
H37 -7.77 2.18 -0.14
H38 -7.33 3.06 -1.60
H39 -4.60 -0.07 -2.03
H40 -5.74 0.92 -2.94
H41 -6.32 -0.18 -1.68
H42 -5.25 1.78 5.26
H43 -4.29 3.26 5.20
H44 -3.65 1.76 4.52
H45 -7.62 2.05 3.68
H46 -7.73 3.22 2.37
H47 -7.35 3.76 4.01
H48 -3.71 4.50 2.12
H49 -4.83 5.18 3.29
H50 -5.35 4.86 1.63

***

No. 5
Molecular formula: CHBrClFN5O3
Method: DFT, ωB97M-V/def2-TZVPD

Net charge: -1
Energy above the lowest of the compared OMol25 structures with the same formula, charge and spin (eV): 3.088
E_HOMO (spin up / spin down) (eV): -4.18 / -4.39
HOMO-LUMO gap (spin up / spin down) (hartree): 0.197 / 0.208

Geometry (Å):
C1 0.55 0.16 -0.02
N1 -0.35 -0.58 -1.09
N2 -0.30 0.29 1.11
N3 -1.48 -0.86 -0.39
N4 -1.34 -0.37 0.74
N5 1.73 -0.63 0.30
O1 0.11 -1.20 -2.01
O2 2.76 0.02 0.42
O3 1.56 -1.79 0.58
F1 -0.78 1.00 -2.00
Cl1 -2.69 -0.32 1.78
Br1 -0.62 3.08 1.11
H1 0.85 1.19 -0.53

***

No. 6
Molecular formula: F6H26O13P
Method: DFT, ωB97M-V/def2-TZVPD

Net charge: -1
Energy above the lowest of the compared OMol25 structures with the same formula, charge and spin (eV): 2.275
E_HOMO (eV): -6.76
HOMO-LUMO gap (hartree): 0.312

Geometry (Å):
P1 0.07 0.25 0.26
F1 0.51 1.33 1.38
F2 -1.41 -0.03 1.06
F3 -0.65 1.47 -0.53
F4 -0.28 -0.99 -0.77
F5 1.44 0.54 -0.53
F6 0.80 -0.90 1.20
O1 1.13 1.22 3.98
H1 1.40 1.85 3.31
H2 0.69 0.52 3.49
O2 -2.43 -1.58 -2.54
H3 -2.64 -1.59 -3.48
H4 -1.48 -1.46 -2.51
O3 -3.18 0.51 -1.20
H5 -2.34 0.96 -1.08
H6 -2.94 -0.36 -1.53
O4 -0.36 -1.29 3.80
H7 0.22 -1.69 3.15
H8 -0.52 -1.98 4.44
O5 2.80 -1.38 -2.44
H9 1.92 -1.75 -2.56
H10 3.28 -2.06 -1.97
O6 1.82 3.36 2.43
H11 2.61 3.76 2.06
H12 1.28 3.15 1.67
O7 3.91 0.21 0.79
H13 4.14 0.47 -0.11
H14 3.00 0.47 0.89
O8 -1.01 -4.26 -1.32
H15 -0.56 -4.84 -1.94
H16 -0.96 -3.39 -1.73
O9 0.43 -2.75 -3.24
H17 0.68 -3.18 -4.06
H18 0.31 -1.83 -3.49
O10 0.59 2.55 -3.00
H19 1.53 2.52 -3.13
H20 0.44 2.01 -2.23
O11 -1.61 -3.03 0.97
H21 -1.66 -3.07 0.02
H22 -1.04 -2.27 1.15
O12 -2.21 1.84 2.55
H23 -2.04 1.09 1.99
H24 -1.35 2.21 2.73
O13 -1.21 4.19 0.83
H25 -1.62 4.24 -0.03
H26 -1.50 4.98 1.28

***

No. 7
Molecular formula: C21H20ClFN2O3S
Method: DFT, ωB97M-V/def2-TZVPD

Energy above the lowest of the compared OMol25 structures with the same formula, charge and spin (eV): 0.211
SMILES: O=C(NC[C@@H]1CCCO1)c1ccc2c(c1)N(Cc1ccc(F)cc1Cl)C(=O)CS2
E_HOMO (eV): -8.63
HOMO-LUMO gap (hartree): 0.332

Geometry (Å):
O1 -0.82 -1.34 -0.20
C1 -1.10 -0.22 0.18
N1 -2.32 0.12 0.68
H1 -2.49 1.06 0.97
C2 -3.43 -0.80 0.69
H2 -3.03 -1.79 0.48
H3 -3.90 -0.80 1.67
C3 -4.47 -0.45 -0.39
C4 -5.14 0.92 -0.14
H4 -4.77 1.68 -0.83
C5 -6.63 0.63 -0.33
H5 -7.27 1.27 0.27
C6 -6.70 -0.84 0.10
H6 -7.54 -1.38 -0.33
O2 -5.51 -1.42 -0.40
H7 -6.74 -0.92 1.19
H8 -6.91 0.72 -1.38
H9 -4.95 1.25 0.88
H10 -3.98 -0.48 -1.37
C7 -0.10 0.89 0.16
C8 1.24 0.51 0.24
C9 2.27 1.44 0.22
C10 1.93 2.79 0.05
C11 0.60 3.17 -0.03
C12 -0.41 2.24 0.04
H11 -1.44 2.57 -0.06
H12 0.38 4.22 -0.15
S1 3.20 4.00 -0.08
C13 4.39 2.90 -0.89
C14 4.68 1.72 0.00
O3 5.82 1.39 0.28
N2 3.59 1.03 0.43
C15 3.82 -0.17 1.23
C16 3.70 -1.44 0.44
C17 4.32 -1.56 -0.79
C18 4.22 -2.71 -1.55
C19 3.49 -3.77 -1.05
C20 2.86 -3.70 0.18
C21 2.97 -2.54 0.92
Cl1 2.18 -2.47 2.46
H13 2.29 -4.54 0.55
F1 3.39 -4.90 -1.77
H14 4.71 -2.80 -2.51
H15 4.90 -0.73 -1.16
H16 4.85 -0.08 1.61
H17 3.13 -0.17 2.08
H18 5.31 3.46 -1.06
H19 3.96 2.58 -1.85
H20 1.44 -0.55 0.31

***

No. 8
Molecular formula: C13H12O2
Method: DFT, ωB97M-V/def2-TZVPD

Energy above the lowest of the compared OMol25 structures with the same formula, charge and spin (eV): 3.019
SMILES: C[C@]12C[C@@]13COC(=O)[C@]23c1ccccc1
E_HOMO (eV): -8.87
HOMO-LUMO gap (hartree): 0.351

Geometry (Å):
C1 -3.79 -0.42 0.18
C2 -3.05 -0.24 1.35
C3 -3.19 -0.72 -0.97
C4 -1.69 -0.16 1.20
C5 -1.82 -0.61 -1.08
C6 -0.99 -0.28 0.02
C7 0.98 -1.61 0.19
C8 1.29 1.94 0.19
C9 2.37 -0.29 1.48
C10 0.48 -0.23 0.02
C11 1.49 0.64 0.81
C12 1.40 0.81 -0.75
C13 2.42 0.70 -1.83
O1 0.48 -2.66 -0.13
O2 2.13 -1.58 0.91
H1 -4.81 -0.28 0.14
H2 -3.38 -0.13 2.31
H3 -3.73 -1.04 -1.87
H4 -1.19 0.11 2.06
H5 -1.44 -0.80 -2.06
H6 0.29 2.31 0.27
H7 2.02 2.70 0.04
H8 3.37 0.00 1.29
H9 2.21 -0.34 2.59
H10 2.16 1.34 -2.72
H11 2.58 -0.34 -2.23
H12 3.43 1.18 -1.41